[1]
# C16H15F6N3O7S2

A cluster of 2 separate species, C16H15F6N3O7S2 in total (wB97M-V/def2-TZVPD, the Open Molecules 2025 dataset).

```
! RIJCOSX wB97M-V def2-TZVPD def2/J DEFGRID3
* xyz 0 1
S 2.268 -1.011 -0.611
C 0.677 -2.757 0.334
S 0.636 -4.278 -4.368
C -2.364 -0.594 -0.551
C -1.246 -1.051 0.148
H -4.068 0.547 -0.952
H -3.223 2.647 -1.099
C -1.079 -2.966 -1.380
H -1.808 -0.040 3.320
F -2.747 -3.048 -3.051
H -0.644 1.189 -1.824
C -1.581 1.691 -2.068
F 1.454 1.747 0.617
C -0.767 -0.296 1.358
C 3.289 0.298 0.235
O 5.884 2.993 1.971
O 6.179 5.203 2.353
H 5.590 2.593 1.144
O 0.845 -3.901 0.548
C 2.511 1.205 1.224
N -2.773 -1.331 -1.615
H -4.549 1.529 1.106
C 5.834 4.364 1.530
O 5.412 4.458 0.352
N -0.505 -4.154 -1.850
O 1.184 -0.374 -1.295
O 1.673 -1.826 0.664
H -3.583 -1.007 -2.134
F 3.678 1.039 -0.804
H -1.817 2.336 -0.044
H 0.303 -0.382 1.496
H -1.095 -2.660 2.345
H -4.031 -0.128 1.531
F 4.335 -0.258 0.814
F 3.309 2.144 1.642
H -2.965 1.232 1.782
C -3.717 0.828 1.108
C -2.194 -2.461 -2.019
H -1.335 2.645 -2.531
C -2.453 1.925 -0.828
C 0.016 -4.205 -2.959
C -0.594 -2.223 -0.290
C -3.181 0.656 -0.316
H -2.104 1.111 -2.834
O 3.132 -1.856 -1.355
H -0.972 0.762 1.221
F 2.088 0.469 2.262
N -1.489 -2.003 3.024
C -1.412 -0.802 2.650
*
```

The molar mass comes out at 539.432 g mol⁻¹. As for the HOMO energy: -5.982 eV.

Here are the Löwdin charges for atoms 1 to 5, given in e:
1 S 0.760
2 C -0.408
3 S 0.886
4 C -0.097
5 C -0.066

[2]
# C7H4N4

The molecule C7H4N4 (wB97M-V/def2-TZVPD, the Open Molecules 2025 dataset).

```
! RIJCOSX wB97M-V def2-TZVPD def2/J DEFGRID3
* xyz 0 1
C 2.203 -0.573 0.448
H -3.239 -0.635 0.338
H 1.068 -2.126 1.516
C -2.192 -0.480 0.191
C -0.223 0.436 -0.240
H 2.920 1.130 -0.652
C 1.118 -1.242 0.866
N 0.864 1.139 -0.614
C 2.047 0.618 -0.292
H 3.172 -0.937 0.774
N -2.634 2.455 -1.875
N -1.312 -1.272 0.790
C -2.121 1.625 -1.252
N -0.098 -0.729 0.505
C -1.572 0.591 -0.503
*
```

As for the energy above the lowest of the compared OMol25 structures with the same formula, charge and spin: 0.0 kcal/mol. The molar mass comes out at 144.137 g mol⁻¹. As for the HOMO energy: -9.080 eV.

Here are the Löwdin charges for atoms 1 to 5, given in e:
1 C -0.054
2 H 0.116
3 H 0.144
4 C -0.062
5 C -0.232

[3]
# C2H4N2OS2

The molecule C2H4N2OS2 (wB97M-V/def2-TZVPD, the Open Molecules 2025 dataset).

```
! RIJCOSX wB97M-V def2-TZVPD def2/J DEFGRID3
* xyz 0 1
H -1.696 1.531 1.510
O 1.580 -1.832 -1.305
N -0.412 -0.788 -1.136
S -1.546 0.495 -0.761
H -0.908 -1.508 -1.644
H -1.452 -0.165 1.644
C 0.866 -1.067 -0.678
H 2.202 -0.515 0.950
N 1.201 -0.245 0.480
S 0.644 1.052 1.404
C -1.180 0.701 1.060
*
```

As for the energy above the lowest of the compared OMol25 structures with the same formula, charge and spin: 34.7 kcal/mol. The molar mass comes out at 136.201 g mol⁻¹. As for the HOMO energy: -8.533 eV.

Here are the Löwdin charges for atoms 1 to 5, given in e:
1 H 0.018
2 O 0.054
3 N -0.286
4 S 0.839
5 H 0.084

Look up the molar mass of the first one.
539.432 g mol⁻¹